Record 1
The following is a DFT calculation (ωB97M-V with the def2-TZVPD basis set) of a molecular structure, C6H9N.

Cartesian coordinates (Å):
C  -1.458  0.969  -0.781
C  -0.230  0.221  -0.326
C  0.232  -1.052  -0.782
C  -0.799  -1.021  0.818
C  1.634  -1.030  -0.345
C  1.955  0.188  0.164
N  0.842  0.997  0.148
H  -2.169  0.268  -1.223
H  -1.182  1.702  -1.546
H  -1.946  1.502  0.045
H  -1.870  -1.072  0.633
H  -0.572  -0.453  1.729
H  -0.432  -2.035  0.960
H  2.333  -1.851  -0.468
H  2.899  0.572  0.539
H  0.770  1.890  0.610

- HOMO energy (eV) = -7.75
- total charge = 0
- total energy (a.u.) = -288.64351
- largest force on an atom (eV Å⁻¹) = 0.47
- orbital gap (eV) = 8.658
- 2S+1 = 1

These are the natural (NBO) partial charges, in e, on atoms 1 to 8: C -0.625; C 0.122; C -0.167; C -0.584; C -0.373; C 0.006; N -0.586; H 0.239



Record 2
The following is a DFT calculation (ωB97M-V with the def2-TZVPD basis set) of a molecular structure, C3H11N3O in a non-equilibrium geometry.

Cartesian coordinates (Å):
C  1.139  2.261  -0.826
N  -0.171  1.364  1.191
O  -0.057  1.587  -0.574
H  -0.868  2.097  1.071
H  -0.724  0.531  1.424
H  1.159  3.252  -0.360
H  1.238  2.378  -1.910
H  2.013  1.709  -0.450
C  -0.326  -1.582  -0.007
N  -0.772  -1.043  -1.189
N  -1.252  -2.342  0.698
C  0.853  -1.200  0.556
H  -0.304  -0.155  -1.414
H  -1.775  -0.981  -1.299
H  -1.987  -2.759  0.149
H  -0.864  -2.952  1.400
H  1.138  -1.559  1.531
H  1.561  -0.606  0.011

- HOMO energy (eV) = -7.30
- total charge = 0
- total energy (a.u.) = -360.27208
- largest force on an atom (eV Å⁻¹) = 3.64
- orbital gap (eV) = 7.676
- 2S+1 = 1

These are the natural (NBO) partial charges, in e, on atoms 1 to 8: C -0.256; N -0.481; O -0.497; H 0.341; H 0.361; H 0.167; H 0.196; H 0.178



Record 3
The following is a DFT calculation (ωB97M-V with the def2-TZVPD basis set) of a molecular structure, C13H40N4O10P4SbTi.

Cartesian coordinates (Å):
Ti  0.468  -0.961  0.012
C  3.046  3.351  -0.391
N  1.619  3.484  -0.066
C  1.105  4.854  -0.026
P  0.846  2.203  0.518
O  1.089  0.953  -0.302
O  -0.737  2.539  0.382
P  -1.755  1.442  -0.248
O  -1.281  0.068  0.222
N  -3.246  1.689  0.295
C  -3.699  1.135  1.577
C  -4.089  2.771  -0.228
N  -1.685  1.716  -1.835
C  -0.857  2.717  -2.509
C  -2.357  0.759  -2.723
N  1.172  1.977  2.094
C  0.547  0.890  2.845
C  1.532  3.123  2.942
H  3.666  3.810  0.382
H  3.242  3.851  -1.339
H  3.316  2.302  -0.491
H  1.669  5.459  0.687
H  0.057  4.866  0.264
H  1.204  5.306  -1.013
H  -3.090  0.279  1.856
H  -4.732  0.806  1.474
H  -3.652  1.890  2.365
H  -3.748  3.078  -1.213
H  -4.073  3.633  0.442
H  -5.113  2.411  -0.309
H  -0.609  3.532  -1.836
H  -1.425  3.128  -3.344
H  0.065  2.279  -2.895
H  -3.134  0.222  -2.184
H  -1.649  0.037  -3.135
H  -2.827  1.300  -3.544
H  0.586  -0.060  2.309
H  -0.493  1.108  3.102
H  1.105  0.738  3.767
H  2.076  3.867  2.367
H  2.181  2.771  3.742
H  0.651  3.592  3.388
C  3.732  -4.104  1.181
C  3.461  -3.201  -0.018
O  4.301  -3.461  -1.133
P  3.715  -1.433  0.357
O  4.983  -1.225  1.259
O  4.122  -0.729  -0.985
O  2.461  -0.856  0.924
P  1.708  -3.397  -0.549
O  1.500  -2.087  -1.561
O  1.441  -4.708  -1.120
O  0.784  -2.795  0.539
H  4.788  -4.063  1.449
H  3.478  -5.134  0.928
H  3.122  -3.815  2.040
H  4.342  -4.414  -1.293
H  4.961  -1.551  2.168
H  4.872  -1.141  -1.444
H  1.851  -2.109  -2.460
C  -3.996  -2.178  -1.285
Sb  -1.993  -2.800  -0.864
C  -2.011  -4.751  -1.709
C  -2.347  -3.313  1.181
H  -4.685  -2.899  -0.848
H  -4.167  -2.127  -2.359
H  -4.177  -1.202  -0.835
H  -2.854  -5.309  -1.305
H  -1.076  -5.249  -1.463
H  -2.105  -4.675  -2.790
H  -3.274  -3.874  1.278
H  -2.414  -2.399  1.772
H  -1.517  -3.915  1.545

- HOMO energy (spin up / spin down) (eV) = -13.54 / -13.55
- total charge = +2
- total energy (a.u.) = -3945.87744
- largest force on an atom (eV Å⁻¹) = 0.63
- orbital gap (spin up / spin down) (eV) = 7.466 / 7.814
- 2S+1 = 2

These are the Löwdin partial charges, in e, on atoms 1 to 8: Ti 1.061; C -0.045; N -0.297; C -0.068; P 0.525; O -0.349; O -0.231; P 0.523



Record 4
The following is a DFT calculation (ωB97M-V with the def2-TZVPD basis set) of a gas-phase ion, C2H3N2O2 (charge -1) in a non-equilibrium geometry.

Cartesian coordinates (Å):
C  -1.658  -0.031  0.016
N  -0.241  -0.014  -0.543
N  0.576  -0.190  0.366
C  2.117  -0.004  -0.043
O  2.698  -1.005  -0.357
O  2.529  1.104  0.224
H  -1.832  -0.921  0.451
H  -2.279  0.233  -0.787
H  -1.911  0.828  0.672

- HOMO energy (eV) = -3.64
- total charge = -1
- total energy (a.u.) = -338.00798
- largest force on an atom (eV Å⁻¹) = 4.21
- orbital gap (eV) = 7.746
- 2S+1 = 1

These are the natural (NBO) partial charges, in e, on atoms 1 to 8: C -0.473; N -0.200; N -0.231; C 0.850; O -0.742; O -0.747; H 0.186; H 0.175



Record 5
The following is a DFT calculation (ωB97M-V with the def2-TZVPD basis set) of 15 unconnected molecules or ions with the total composition C32H68Br6F2N10O26S2 in a non-equilibrium geometry.

Cartesian coordinates (Å):
C  0.399  1.758  -1.983
C  1.340  1.465  -0.720
N  1.413  0.033  -0.105
C  2.215  -0.864  -1.018
C  1.954  0.146  1.316
C  3.400  0.640  1.569
C  -0.035  -0.586  -0.048
C  -1.048  0.097  0.866
O  -0.943  1.548  0.650
C  -1.751  2.228  1.634
H  0.769  2.658  -2.475
H  -0.676  1.730  -1.804
H  0.497  0.950  -2.708
H  1.121  2.244  0.010
H  2.346  1.707  -1.060
H  1.773  -0.701  -2.001
H  2.081  -1.892  -0.682
H  3.244  -0.517  -0.920
H  1.873  -0.884  1.662
H  1.203  0.802  1.757
H  3.764  0.310  2.542
H  3.336  1.728  1.565
H  4.139  0.432  0.795
H  0.232  -1.551  0.384
H  -0.337  -0.536  -1.094
H  -0.854  -0.178  1.903
H  -2.056  -0.238  0.620
H  -1.612  3.308  1.582
H  -1.540  1.801  2.615
H  -2.779  2.101  1.297
C  7.481  -5.167  1.745
C  7.445  -5.431  3.096
C  7.850  -6.751  3.672
O  7.878  -7.066  4.939
C  8.451  -7.691  2.845
C  8.548  -7.450  1.430
C  7.952  -6.181  0.772
O  7.814  -6.104  -0.443
O  9.145  -8.251  0.658
O  7.010  -4.419  3.858
H  7.052  -4.239  1.396
H  9.046  -8.506  3.230
N  2.408  -5.322  6.511
S  1.141  -4.572  6.781
O  0.001  -5.360  7.195
O  1.003  -3.354  5.925
F  1.478  -3.872  8.231
S  1.556  -6.165  5.227
O  1.133  -5.388  4.075
O  0.814  -7.360  5.588
F  2.792  -6.874  4.603
C  -0.058  -7.320  -6.112
N  -0.621  -6.079  -5.476
O  -1.458  -5.463  -6.142
O  -0.007  -5.578  -4.566
H  -0.932  -7.967  -6.201
H  0.689  -7.650  -5.390
H  0.398  -7.034  -7.059
C  3.929  -9.660  -0.890
N  2.543  -9.261  -1.116
O  1.800  -9.961  -1.751
O  2.284  -8.111  -0.792
H  3.897  -10.740  -1.035
H  4.520  -9.425  -0.005
H  4.425  -9.208  -1.749
C  -5.608  5.966  6.755
N  -5.678  7.450  6.416
O  -4.834  7.917  5.698
O  -6.536  8.119  6.927
H  -6.501  5.583  7.249
H  -4.638  5.784  7.217
H  -5.741  5.587  5.741
C  4.995  -5.592  -5.708
N  5.081  -4.413  -6.573
O  6.210  -4.125  -6.965
O  4.027  -3.832  -6.825
H  5.926  -6.157  -5.751
H  4.264  -6.204  -6.236
H  4.566  -5.379  -4.728
C  -2.397  -2.003  -9.628
N  -1.074  -1.314  -9.554
O  -0.812  -0.652  -8.569
O  -0.449  -1.379  -10.607
H  -2.316  -3.044  -9.941
H  -2.783  -1.437  -10.476
H  -2.991  -1.901  -8.720
C  -6.742  -1.551  -5.867
N  -5.968  -0.447  -5.192
O  -6.578  0.512  -4.912
O  -4.797  -0.536  -4.903
H  -6.347  -2.496  -5.493
H  -6.471  -1.595  -6.922
H  -7.808  -1.477  -5.655
C  3.543  1.762  8.881
N  4.625  0.916  8.243
O  5.517  1.564  7.658
O  4.574  -0.316  8.381
H  2.924  1.076  9.459
H  3.066  2.259  8.036
H  4.055  2.514  9.481
C  6.915  6.473  6.571
N  7.576  6.444  5.264
O  8.381  7.417  5.146
O  7.559  5.435  4.600
H  7.403  7.225  7.190
H  6.932  5.472  7.003
H  5.962  6.984  6.437
Br  0.369  12.082  1.231
C  0.499  10.827  -0.282
C  -0.316  9.507  -0.072
Br  0.270  8.251  -1.460
H  1.556  10.560  -0.283
H  0.307  11.282  -1.254
H  -1.400  9.605  -0.130
H  0.005  9.186  0.919
Br  -9.851  -1.496  -0.043
C  -8.255  -1.361  1.131
C  -8.639  -1.568  2.581
Br  -7.036  -0.942  3.714
H  -7.868  -0.385  0.841
H  -7.575  -2.149  0.807
H  -8.875  -2.593  2.868
H  -9.532  -1.029  2.897
Br  4.290  2.625  -7.132
C  4.669  2.705  -9.138
C  3.675  3.598  -9.906
Br  4.074  5.597  -9.782
H  4.581  1.709  -9.572
H  5.672  3.112  -9.262
H  2.657  3.363  -9.595
H  3.744  3.289  -10.949
C  -7.383  6.118  0.599
C  -8.336  4.962  0.746
O  -8.609  4.769  2.113
C  -9.891  4.087  2.247
C  -10.932  5.139  2.604
H  -6.505  5.862  1.193
H  -7.156  6.457  -0.412
H  -7.750  7.033  1.065
H  -9.235  5.142  0.156
H  -7.789  4.152  0.263
H  -10.168  3.347  1.496
H  -9.772  3.537  3.181
H  -11.576  4.931  3.459
H  -11.461  5.426  1.695
H  -10.363  5.897  3.143

- HOMO energy (eV) = 0.45
- total charge = -2
- total energy (a.u.) = -20202.89606
- largest force on an atom (eV Å⁻¹) = 8.72
- orbital gap (eV) = 1.042
- 2S+1 = 1

These are the Löwdin partial charges, in e, on atoms 1 to 8: C -0.043; C -0.135; N -0.263; C 0.045; C -0.138; C -0.028; C -0.046; C -0.154